Entry 1:
This record from the OMol25 dataset describes the ion C3H8N3 with charge +1. The level of theory is wB97M-V/def2-TZVPD.

Structure (XYZ):
```
14
Properties=species:S:1:pos:R:3:forces:R:3
C 0.3419 -0.1598 1.4935 1.4 2.3 2.1
C 0.0849 -0.7037 0.2739 -3.6 -1.9 -3.4
C -0.0167 0.5580 -0.8509 -2.6 -1.7 -1.0
N -1.3130 -1.2686 0.2275 -0.4 1.7 1.3
N 0.4711 0.5788 2.3852 -0.2 -1.7 -1.2
N 1.0371 0.7693 -1.7076 -0.1 2.9 1.4
H 0.6533 -1.3969 -0.2769 1.6 -0.8 0.4
H -1.8566 -0.8859 1.0008 -0.1 0.3 -0.4
H -1.0242 0.2023 -1.3982 2.2 0.4 1.3
H -0.3057 1.3222 -0.1888 -0.1 1.9 0.0
H -1.5341 -2.2402 0.3004 1.1 -1.0 -0.1
H 0.5192 1.5333 2.6642 0.1 0.6 0.6
H 1.4804 1.6908 -1.8315 -0.3 -1.1 0.4
H 1.4624 0.0002 -2.0915 1.1 -1.7 -1.4
```
Positions in Å, forces in eV/Å.

Output
Net charge: +1
SMILES: [NH+]#C[C@@H](N)CN
Frontier orbital gap (spin up / spin down): 8.496 / 8.496 eV
LUMO (spin up / spin down): -5.03 / -5.03 eV
Energy relative to the best compared isomer or geometry (same formula, charge and spin): 405.9 kJ/mol

Atom charges from the Mulliken analysis, given in e for atoms 1 to 8:
1. C 0.130
2. C 0.126
3. C -0.559
4. N -0.569
5. N -0.174
6. N -0.364
7. H 0.539
8. H 0.225

=====

Entry 2:
This record from the OMol25 dataset describes a structure of composition C3H8N3. The level of theory is wB97M-V/def2-TZVPD.

Structure (XYZ):
```
14
Properties=species:S:1:pos:R:3:forces:R:3
C -0.3488 0.9032 2.0397 1.1 -2.6 -5.2
C -0.5849 -0.1651 0.3532 0.5 0.1 1.3
C 0.2380 -0.2287 -1.8719 -1.1 -1.0 -4.7
N -0.3584 1.2656 0.7114 -0.3 -1.0 -0.2
N -0.2434 -0.4174 1.7403 -0.7 3.1 -0.5
N 0.4223 -0.7953 -0.5662 2.3 -0.7 2.5
H -0.5895 1.4120 2.8691 -0.7 1.7 2.9
H 0.8266 -0.7973 -2.6047 -0.1 -0.1 0.3
H -0.8059 -0.2406 -2.2855 0.6 -0.8 1.1
H 0.4771 0.7888 -2.1793 0.8 0.4 1.8
H -0.7736 2.0338 0.1782 0.1 -0.1 0.9
H -0.1239 -1.1868 2.3078 0.0 -1.9 1.3
H 1.4623 -0.6963 -0.3014 -1.4 0.7 -0.2
H 0.4020 -1.8759 -0.3906 -1.0 2.2 -1.4
```
Positions in Å, forces in eV/Å.

Output
Net charge: +1
Frontier orbital gap: 9.146 eV
LUMO: -3.69 eV
Energy relative to the best compared isomer or geometry (same formula, charge and spin): 454.1 kJ/mol

Atom charges from the Mulliken analysis, given in e for atoms 1 to 8:
1. C -0.041
2. C -0.516
3. C -0.900
4. N -0.145
5. N -0.066
6. N -0.181
7. H 0.439
8. H 0.376

=====

Entry 3:
This record from the OMol25 dataset describes a structure of composition C3H8N3. The level of theory is wB97M-V/def2-TZVPD.

Structure (XYZ):
```
14
Properties=species:S:1:pos:R:3:forces:R:3
C 0.7156 0.3951 -1.0230 -0.2 1.5 -2.4
C 0.6498 0.5808 0.2945 0.6 0.1 -0.4
C 0.7468 1.7750 1.2274 1.8 2.4 -1.4
N 0.0945 -1.6824 0.4421 2.4 -2.3 3.0
N 0.6415 -0.7435 0.7810 -1.5 -0.5 0.3
N -1.4355 -1.8620 -0.6307 -1.7 1.1 -0.6
H 0.6235 -0.5035 -1.7191 0.3 0.9 1.9
H 0.8429 1.2653 -1.6403 0.0 0.6 -0.1
H 1.6590 1.9413 1.8586 -0.1 -1.1 -1.0
H 0.0348 1.8343 2.0101 -1.5 -0.2 0.2
H 0.7638 2.7826 0.6092 -0.5 -2.2 1.0
H -1.5110 -2.1278 -1.5994 0.4 -0.2 -0.6
H -2.0142 -1.0248 -0.5368 -0.2 -0.3 0.2
H -1.8115 -2.6304 -0.0733 0.1 0.3 -0.1
```
Positions in Å, forces in eV/Å.

Output
Net charge: +1
Frontier orbital gap: 10.253 eV
LUMO: -4.72 eV
Energy relative to the best compared isomer or geometry (same formula, charge and spin): 472.1 kJ/mol

Atom charges from the Mulliken analysis, given in e for atoms 1 to 8:
1. C -0.648
2. C 0.678
3. C -1.021
4. N -0.247
5. N 0.356
6. N -0.570
7. H 0.292
8. H 0.253

=====

Entry 4:
This record from the OMol25 dataset describes the ion C3H8N3 with charge +1. The level of theory is wB97M-V/def2-TZVPD.

Structure (XYZ):
```
14
Properties=species:S:1:pos:R:3:forces:R:3
C -0.5646 -0.2103 1.5453 0.3 -0.2 -1.3
C 0.1507 -1.1203 -0.3888 0.6 1.2 -3.5
C -0.1474 0.4313 -0.6400 -3.8 0.7 -1.8
N -0.2700 -1.3379 0.9444 0.5 0.3 -0.8
N -0.5209 0.8281 0.7558 0.1 -1.6 -0.9
N 0.8235 1.2480 -1.0898 2.2 2.6 -2.9
H -0.7571 -0.1805 2.5519 -0.7 0.2 2.3
H -0.4623 -1.6446 -1.1263 0.1 -0.3 0.3
H 1.2441 -1.4115 -0.6241 -1.6 0.7 0.7
H -1.1499 0.8467 -1.3976 2.6 -2.3 2.3
H 0.0326 -2.2291 1.2390 -0.2 -0.7 1.8
H -1.0023 1.6837 0.7928 -0.5 1.2 1.0
H 0.9646 1.8336 -1.9678 -1.4 -1.6 1.6
H 1.6588 1.2627 -0.5948 1.7 -0.2 1.1
```
Positions in Å, forces in eV/Å.

Output
Net charge: +1
SMILES: N[C@H]1CNC=[NH+]1
Frontier orbital gap: 10.237 eV
LUMO: -3.64 eV
Energy relative to the best compared isomer or geometry (same formula, charge and spin): 200.0 kJ/mol

Atom charges from the Mulliken analysis, given in e for atoms 1 to 8:
1. C -0.142
2. C -0.613
3. C 0.118
4. N -0.095
5. N -0.202
6. N -0.472
7. H 0.485
8. H 0.291

=====

Entry 5:
This record from the OMol25 dataset describes a cluster of 3 separate species, C3H8N3 in total. The level of theory is wB97M-V/def2-TZVPD.

Structure (XYZ):
```
14
Properties=species:S:1:pos:R:3:forces:R:3
C 0.1799 -1.0421 3.2911 -0.4 0.6 -7.4
C 0.2642 -0.4748 -0.1787 -0.4 -0.3 3.7
C 0.4493 -1.1321 1.9790 0.5 -0.8 -1.9
N 0.2762 -0.5818 4.3503 0.1 0.7 5.9
N -0.2449 0.6155 -0.5595 0.5 -1.2 -0.5
N -0.4055 1.2429 -3.1652 2.4 -6.1 1.9
H 0.7962 -1.1644 -0.8267 -0.1 -0.1 0.0
H 1.0008 -2.0046 1.7128 0.4 -0.2 -0.5
H -0.1949 -1.0178 5.1483 -0.1 0.5 -0.1
H -0.3726 0.9721 -1.6071 0.4 0.0 -0.2
H -0.6371 1.1707 0.1478 -0.8 1.1 1.1
H -1.0722 0.4951 -3.4306 0.4 1.1 -0.2
H 0.5765 0.8189 -3.3668 -2.3 1.8 -0.1
H -0.6158 2.1022 -3.4947 -0.5 3.2 -1.7
```
Positions in Å, forces in eV/Å.

Output
Net charge: +1
Frontier orbital gap (spin up / spin down): 7.432 / 7.434 eV
LUMO (spin up / spin down): -5.26 / -5.26 eV
Energy relative to the best compared isomer or geometry (same formula, charge and spin): 655.7 kJ/mol

Atom charges from the Mulliken analysis, given in e for atoms 1 to 8:
1. C 0.575
2. C 0.045
3. C -0.747
4. N -0.268
5. N -0.137
6. N -0.902
7. H 0.320
8. H 0.266

=====

Entry 6:
This record from the OMol25 dataset describes the ion C3H8N3O with charge +1. The level of theory is wB97M-V/def2-TZVPD.

Structure (XYZ):
```
15
Properties=species:S:1:pos:R:3:forces:R:3
C 1.5445 0.2710 -0.0563 -0.8 0.2 1.2
C 0.4751 1.0746 0.8004 1.5 -4.9 -0.2
C -0.3024 -1.3127 0.2314 1.5 5.4 0.9
N 1.0152 -0.9706 -0.2786 -1.3 -3.0 -0.1
N -0.7444 0.3338 0.5418 -1.9 -3.1 1.5
N -1.4678 0.6508 -0.6698 4.0 -4.4 -0.8
O 2.6134 0.6274 -0.3949 1.3 0.7 -0.4
H 0.7946 0.8419 1.8618 -0.7 0.8 -1.1
H 0.4954 2.0474 0.5105 -0.3 3.0 -0.4
H -0.8925 -1.8263 -0.4908 -0.8 -0.1 -0.6
H -0.4047 -1.6945 1.2114 0.3 -0.8 0.9
H 1.5246 -1.8295 -0.5146 0.6 1.2 -0.2
H -1.8582 1.5338 -0.6348 -1.2 2.4 -0.4
H -2.1030 -0.1611 -0.7426 -0.5 1.2 -0.1
H -0.6898 0.4140 -1.3750 -1.7 1.5 -0.2
```
Positions in Å, forces in eV/Å.

Output
Net charge: +1
SMILES: [NH3+]N1CNC(=O)C1
Frontier orbital gap: 9.971 eV
LUMO: -3.91 eV
Energy relative to the best compared isomer or geometry (same formula, charge and spin): 343.5 kJ/mol

Atom charges from the Mulliken analysis, given in e for atoms 1 to 8:
1. C 0.455
2. C -0.392
3. C -0.577
4. N -0.158
5. N -0.452
6. N -0.095
7. O -0.497
8. H 0.282

=====

Entry 7:
This record from the OMol25 dataset describes a cluster of 2 separate species, C3H8N3O in total. The level of theory is wB97M-V/def2-TZVPD.

Structure (XYZ):
```
15
Properties=species:S:1:pos:R:3:forces:R:3
C 1.5977 -0.1910 0.3927 0.3 0.9 -0.4
C -1.4884 -0.6078 -0.0400 3.8 0.3 -0.5
C -2.7646 -0.0534 0.1537 -1.7 0.4 0.3
N 2.6445 -0.9199 -0.0201 0.1 -0.2 0.0
N 0.0858 1.5275 0.0971 -2.3 -0.3 0.8
N 1.1372 0.8320 -0.2926 1.5 -1.1 -0.5
O -0.5659 -1.2766 -0.1835 -2.2 0.4 0.2
H 1.1846 -0.3711 1.3729 -0.1 0.0 0.0
H -3.4417 -0.3664 -0.6520 0.2 -0.1 0.0
H -3.1700 -0.4452 1.0959 0.1 -0.1 -0.1
H -2.7458 1.0362 0.2169 0.2 -0.2 0.0
H 2.9916 -1.6744 0.5430 0.0 0.0 0.0
H 3.0927 -0.7530 -0.9051 0.0 -0.1 0.0
H -0.1625 2.2300 -0.5927 0.4 -0.1 -0.2
H 1.6049 1.0330 -1.1861 -0.3 -0.1 0.3
```
Positions in Å, forces in eV/Å.

Output
Net charge: +1
Frontier orbital gap: 7.078 eV
LUMO: -4.04 eV
Energy relative to the best compared isomer or geometry (same formula, charge and spin): 366.1 kJ/mol

Atom charges from the Mulliken analysis, given in e for atoms 1 to 8:
1. C 0.141
2. C 0.795
3. C -0.892
4. N -0.382
5. N -0.967
6. N 0.279
7. O -0.206
8. H 0.401

=====

Entry 8:
This record from the OMol25 dataset describes the ion C3H8N3O with charge +1. The level of theory is wB97M-V/def2-TZVPD.

Structure (XYZ):
```
15
Properties=species:S:1:pos:R:3:forces:R:3
C -0.0736 -0.7019 -1.3977 -0.6 2.7 -0.2
C -0.2344 0.2038 -2.3721 -0.2 -1.8 2.4
C 0.6900 0.1582 0.7765 -0.8 -1.0 -2.1
N -0.4555 -0.1414 -0.1157 -0.5 1.4 0.6
N 0.4673 -0.3288 2.1828 1.5 1.0 1.7
N -1.2187 1.0229 -0.5378 1.1 -0.4 1.9
O -0.7233 1.3293 -1.7914 -0.3 1.8 -1.6
H 0.1590 -1.6693 -1.3179 1.1 -3.5 -0.6
H -0.1362 0.1083 -3.4256 0.2 0.4 -0.5
H 0.9966 1.1855 0.7876 0.2 0.4 -0.1
H 1.3666 -0.5655 0.3554 1.3 0.5 0.2
H -0.5340 -0.2759 2.3680 -0.2 -0.6 0.2
H 0.9610 0.3023 2.9587 -1.1 -1.7 -2.1
H -2.1512 0.6666 -0.6657 -0.6 -0.2 -0.4
H 0.8864 -1.2942 2.1949 -1.1 1.0 0.7
```
Positions in Å, forces in eV/Å.

Output
Net charge: +1
SMILES: [NH3+]CN1C=CON1
Frontier orbital gap: 8.666 eV
LUMO: -3.96 eV
Energy relative to the best compared isomer or geometry (same formula, charge and spin): 474.8 kJ/mol

Atom charges from the Mulliken analysis, given in e for atoms 1 to 8:
1. C -0.643
2. C -0.175
3. C -0.454
4. N -0.062
5. N -0.310
6. N -0.288
7. O -0.223
8. H 0.558

=====

Entry 9:
This record from the OMol25 dataset describes a cluster of 2 separate species, C3H8N3O in total. The level of theory is wB97M-V/def2-TZVPD.

Structure (XYZ):
```
15
Properties=species:S:1:pos:R:3:forces:R:3
C 0.5365 -1.3464 0.2963 2.2 -4.4 0.7
C -0.3303 -0.1870 0.2265 -2.2 0.6 1.2
C 2.1058 0.1138 -0.3224 1.5 4.5 -2.6
N 1.7802 -1.0952 0.0459 -1.9 -2.0 0.9
N 3.0932 0.8661 0.2081 -2.0 -5.3 2.8
N -3.4877 0.1350 -0.1952 2.5 -0.2 1.4
O 0.2477 0.8537 0.1321 1.1 2.0 -0.4
H 0.2946 -2.4836 0.5896 0.1 2.9 -0.9
H -1.4117 -0.0714 0.3495 -0.5 -1.0 -0.3
H 1.7255 0.5299 -1.3712 1.1 -1.2 2.0
H 3.3297 1.6372 -0.2849 1.2 3.0 -1.3
H 3.5022 0.5835 1.1556 -0.6 0.9 -2.1
H -3.6233 -0.8349 -0.3373 -1.0 -0.7 0.6
H -3.7798 0.6195 -0.9469 -0.6 1.5 -4.1
H -3.9825 0.6798 0.4544 -0.9 -0.6 2.1
```
Positions in Å, forces in eV/Å.

Output
Net charge: +1
Frontier orbital gap: 7.767 eV
LUMO: -5.81 eV
Energy relative to the best compared isomer or geometry (same formula, charge and spin): 300.2 kJ/mol

Atom charges from the Mulliken analysis, given in e for atoms 1 to 8:
1. C -0.184
2. C 0.273
3. C 0.309
4. N -0.342
5. N -0.285
6. N -0.736
7. O -0.387
8. H 0.357

=====

Entry 10:
This record from the OMol25 dataset describes a cluster of 2 separate species, C3H8N3O in total. The level of theory is wB97M-V/def2-TZVPD.

Structure (XYZ):
```
15
Properties=species:S:1:pos:R:3:forces:R:3
C 1.2430 -1.0702 -0.4266 -0.2 0.6 2.1
C 2.5062 -0.3633 0.1225 2.3 0.2 -0.5
C 1.2620 0.3167 0.0844 -1.4 0.4 -1.1
N -3.0263 0.3008 0.2871 2.5 -2.8 -2.3
N -1.8657 0.1530 -0.1542 2.3 -0.4 -0.7
N 0.4568 1.2921 0.2512 -1.7 -0.2 -0.2
O -3.8064 -0.5687 0.1591 -3.8 -1.7 0.7
H 1.2749 -1.2025 -1.4518 0.3 0.0 -2.0
H 0.6223 -1.8441 0.0017 0.2 0.0 0.8
H 3.1636 -0.4022 1.0053 -1.0 -0.7 0.1
H 3.2155 -0.1826 -0.7240 -0.9 0.2 0.6
H -1.7752 -0.8619 -0.5170 -0.3 2.1 0.6
H -0.7232 1.1077 -0.0317 2.1 -0.7 0.6
H 0.6780 2.1726 0.7092 0.7 -0.2 -0.1
H -3.2256 1.1525 0.6848 -1.1 3.1 1.5
```
Positions in Å, forces in eV/Å.

Output
Net charge: +1
Frontier orbital gap: 10.994 eV
LUMO: -4.04 eV
Energy relative to the best compared isomer or geometry (same formula, charge and spin): 564.4 kJ/mol

Atom charges from the Mulliken analysis, given in e for atoms 1 to 8:
1. C -0.739
2. C -0.364
3. C 0.469
4. N 0.521
5. N -0.403
6. N -0.301
7. O -0.506
8. H 0.290

=====

E / Eh: -283.0092, -282.9908, -282.9839, -283.0876, -282.9140, -358.2656, -358.2570, -358.2156, -358.2821, -358.1815
M / g mol⁻¹: 86.1, 86.1, 86.1, 86.1, 86.1, 102.1, 102.1, 102.1, 102.1, 102.1